ORCA calculation (ωB97M-V/def2-TZVPD) on a structure of composition C21H34F6N2O16S2Sr.

XYZ file:
```
82
Properties=species:S:1:pos:R:3:forces:R:3
Sr -15.668 -13.090 -5.181 -0.635 0.330 0.580
S -15.591 -13.457 -8.517 -0.370 -2.352 -3.286
S -15.374 -16.344 -8.312 2.079 3.780 2.757
F -16.537 -14.191 -10.979 0.314 -0.153 -0.654
F -16.660 -17.191 -6.097 0.062 1.610 -0.715
F -17.497 -12.432 -10.146 0.804 -0.542 0.081
F -16.562 -18.507 -7.671 -0.284 0.207 -1.389
F -18.078 -14.377 -9.460 1.061 0.026 0.045
F -17.872 -16.706 -7.932 1.283 -0.904 0.978
O -12.276 -15.802 -5.199 0.005 -0.320 -0.132
O -16.060 -12.400 -7.706 -1.058 1.479 2.088
O -13.228 -12.516 -5.996 0.332 0.241 0.919
O -15.750 -12.752 -2.712 -0.190 -0.039 -0.028
O -11.162 -13.154 -6.520 0.499 0.059 -0.240
O -13.218 -16.255 -3.198 -0.067 0.428 -0.675
O -15.586 -16.269 -9.680 -1.127 -0.537 -3.030
O -14.462 -13.138 -9.327 0.684 -0.162 -0.370
O -18.298 -8.916 0.262 -0.154 -0.683 1.051
O -18.712 -7.059 -0.681 0.474 0.856 0.161
O -18.206 -12.022 -5.145 0.432 1.036 0.192
O -18.029 -14.830 -4.962 -0.522 0.403 0.160
O -14.250 -17.051 -7.824 0.901 -0.120 0.638
O -15.717 -10.444 -5.431 -0.137 0.096 -0.383
O -11.532 -12.653 -4.407 -0.762 0.022 -2.458
O -14.232 -14.966 -4.756 -0.342 -0.341 0.018
N -15.496 -14.776 -7.676 -0.245 -1.902 0.326
N -17.940 -7.921 -0.310 -0.671 -0.262 -1.473
C -17.013 -9.822 -5.403 -0.430 -1.037 0.555
C -16.986 -13.675 -9.881 -1.267 1.120 1.529
C -15.866 -6.776 -1.041 0.262 1.591 0.115
C -19.293 -14.097 -5.146 0.362 -2.065 -0.166
C -15.939 -13.071 -1.360 -0.631 1.323 -0.459
C -11.529 -13.494 -7.931 -0.101 -2.006 2.496
C -13.917 -8.061 -1.591 1.112 0.902 -0.052
C -19.243 -12.785 -4.479 0.612 3.024 1.655
C -18.017 -10.677 -4.534 1.965 -1.711 -1.091
C -14.617 -9.211 -1.347 -2.233 -0.712 0.838
C -13.308 -15.664 -4.416 0.360 -0.206 1.440
C -17.855 -15.331 -3.640 0.424 0.613 1.578
C -14.300 -15.813 -2.304 -0.107 0.861 -1.116
C -12.349 -11.969 -3.460 0.630 -1.112 0.864
C -16.551 -7.922 -0.782 0.283 -1.663 0.075
C -12.074 -12.744 -5.666 0.192 -0.538 -0.312
C -14.535 -6.811 -1.438 -0.270 -1.112 0.195
C -16.674 -17.191 -7.451 -2.734 -1.314 1.179
C -15.972 -9.189 -0.947 0.261 1.423 -0.605
C -14.854 -9.711 -6.309 1.348 0.440 0.878
C -11.089 -16.508 -4.793 -0.289 -0.088 -1.337
H -15.232 -16.273 -2.707 0.679 0.385 0.865
H -11.273 -17.592 -4.762 0.130 0.466 0.122
H -14.981 -12.966 -0.789 -0.545 -0.449 -0.070
H -20.103 -14.761 -4.787 0.222 0.504 0.097
H -18.943 -12.790 -3.376 -0.451 -0.590 -1.194
H -10.610 -13.893 -8.338 0.055 0.122 -0.074
H -18.727 -15.861 -3.221 -0.045 0.289 -0.473
H -16.382 -14.083 -1.286 0.375 0.014 0.559
H -14.052 -16.032 -1.264 0.054 -0.526 -0.430
H -20.160 -12.117 -4.497 0.462 -1.284 -0.295
H -13.836 -10.170 -6.294 -0.939 0.186 0.205
H -18.983 -10.258 -4.463 -0.993 0.977 0.004
H -12.302 -14.278 -7.870 0.324 0.269 -0.136
H -11.917 -12.687 -8.450 -0.565 1.733 -0.805
H -16.886 -8.833 -4.939 -0.320 -0.109 -0.116
H -14.756 -8.664 -5.928 -0.115 -0.632 -0.292
H -16.697 -12.381 -0.787 1.014 -0.860 -0.944
H -17.548 -14.523 -2.910 -0.558 -0.507 -0.814
H -14.338 -14.707 -2.420 -0.440 -0.761 0.194
H -13.989 -5.895 -1.528 0.201 0.269 -0.259
H -19.430 -14.017 -6.233 0.250 0.200 0.299
H -15.152 -9.686 -7.351 -0.573 -0.197 -0.118
H -12.844 -8.126 -1.856 -0.770 0.117 0.157
H -16.625 -10.055 -0.874 0.615 -0.065 0.286
H -17.325 -9.731 -6.455 -0.371 0.059 0.380
H -16.350 -5.818 -0.878 -0.029 -0.110 -0.045
H -12.963 -12.677 -2.940 -0.268 -0.613 0.515
H -10.410 -16.228 -5.601 0.115 -0.453 0.174
H -10.717 -16.092 -3.893 0.255 0.094 1.049
H -17.601 -10.868 -3.533 0.042 0.283 -0.140
H -17.020 -16.038 -3.552 -0.223 0.098 -0.893
H -13.056 -11.317 -3.882 -0.445 1.324 -0.800
H -11.634 -11.534 -2.776 -0.162 0.445 0.146
H -14.232 -10.197 -1.328 0.900 -0.667 -0.571
```
Positions in Å, forces in eV/Å.

Results
Total charge: 0
E_LUMO, eV: -0.4
HOMO, eV: -8.24
E_tot, eV: -96876.3047
Strongest force on any atom, Eh/bohr: 0.100

Löwdin atomic charge list, values in e, 2 entries: Sr 1.526; S 0.529



ORCA calculation (ωB97M-V/def2-TZVPD) on a structure of composition C18H28BN3O8Ru.

XYZ file:
```
59
Properties=species:S:1:pos:R:3:forces:R:3
Ru 0.042 -0.587 0.585 0.873 1.306 0.339
O -0.462 0.100 -1.919 0.029 0.115 0.084
O -1.673 -3.090 -0.903 0.487 0.376 -0.521
O -1.678 -2.666 1.328 0.402 0.328 0.152
O 1.194 1.240 -0.232 -0.115 -0.331 0.143
O 2.211 -0.705 1.339 -0.470 -0.084 -0.071
O 0.633 -0.238 2.731 -0.341 0.022 -0.455
O 2.704 -0.158 3.379 -0.432 -0.123 -0.369
O -1.601 1.004 0.400 0.372 -0.435 0.185
N 2.638 2.016 -1.777 -0.056 0.059 0.214
N 1.891 -0.360 2.526 0.677 0.079 0.423
N -3.395 1.863 -0.660 0.102 -0.026 0.189
C 3.003 2.347 -3.145 0.012 0.010 -0.135
C -4.977 -7.869 0.017 -0.035 0.103 -0.112
C -2.640 -3.606 1.061 -0.373 -0.514 -0.734
C -3.989 2.328 0.594 -0.024 0.005 0.065
C -6.794 -6.156 -0.198 0.106 0.004 -0.090
C 0.650 0.754 -2.501 0.073 -0.041 0.080
C -5.287 -6.625 -2.117 0.033 0.042 0.094
C -3.492 -4.777 -0.890 0.035 0.044 -0.106
C -2.230 1.223 -0.650 -0.188 0.097 -0.209
C -1.710 0.753 -2.006 -0.082 -0.102 0.025
C -5.349 -6.504 -0.594 -0.116 -0.190 0.061
C -4.195 2.027 -1.868 0.046 -0.070 -0.146
C -2.636 -3.870 -0.304 -0.169 -0.022 0.800
C 1.528 1.385 -1.418 -0.011 -0.042 -0.255
C -3.517 -4.257 1.905 0.224 0.238 0.094
C -4.374 -5.173 1.319 -0.112 -0.152 -0.182
C -4.386 -5.451 -0.059 0.088 0.135 0.167
C 3.560 2.511 -0.756 0.011 0.042 0.094
B -1.082 -2.356 0.100 -0.939 -0.779 0.345
H 0.323 1.498 -3.227 0.013 -0.021 -0.033
H -6.926 -6.119 0.883 0.001 0.015 0.009
H -3.528 -4.059 2.968 -0.010 -0.033 -0.005
H -7.086 -5.190 -0.615 -0.029 -0.006 0.015
H -5.064 -5.707 1.957 0.010 0.025 0.037
H 3.984 1.932 -3.379 -0.015 -0.037 0.029
H -4.934 1.815 0.772 0.012 -0.014 -0.033
H -3.935 -8.112 -0.192 -0.011 -0.032 0.004
H -5.529 -5.677 -2.601 0.012 -0.017 -0.038
H 3.270 2.128 0.215 -0.015 -0.021 -0.003
H -4.302 -6.955 -2.451 -0.008 0.014 -0.046
H -5.609 -8.645 -0.418 0.013 -0.027 0.039
H 1.237 -0.011 -3.012 -0.027 0.036 -0.106
H -5.123 -7.878 1.097 0.022 0.002 0.010
H -3.311 2.123 1.414 0.016 -0.004 0.009
H -7.468 -6.919 -0.590 -0.031 0.023 0.013
H 3.059 3.431 -3.249 -0.019 -0.014 -0.022
H 2.287 1.965 -3.866 0.024 -0.004 0.035
H -2.427 0.035 -2.414 -0.010 0.027 -0.042
H -4.171 3.400 0.535 0.001 -0.007 -0.029
H 4.568 2.171 -0.991 -0.017 -0.001 -0.042
H -4.583 1.068 -2.219 -0.013 0.020 0.011
H -5.040 2.668 -1.638 0.014 0.029 0.029
H 3.548 3.601 -0.733 -0.016 -0.012 -0.030
H -6.015 -7.365 -2.451 0.006 -0.005 -0.006
H -3.455 -4.942 -1.957 0.005 -0.034 0.015
H -3.627 2.494 -2.672 -0.019 0.030 0.029
H -1.657 1.605 -2.688 -0.014 -0.021 -0.017
```
Positions in Å, forces in eV/Å.

Results
2S+1: 6
Total charge: +1
E_LUMO (alpha / beta), eV: -2.4 / -5.1
HOMO (alpha / beta), eV: -10.94 / -10.92
E_tot, eV: -43219.2282
⟨S²⟩: 8.756
Strongest force on any atom, Eh/bohr: 0.031
ΔE to the lowest compared entry with this formula, charge and spin, kcal/mol: 7.6

natural (NBO) atomic charge list, values in e, 2 entries: Ru 1.542; O -0.527



ORCA calculation (ωB97M-V/def2-TZVPD) on a structure of composition C3H8NO2S.

XYZ file:
```
15
Properties=species:S:1:pos:R:3:forces:R:3
S -2.133 0.669 -0.302 0.061 -0.353 -0.386
O -1.608 -2.158 0.795 0.556 -0.135 0.312
O 2.198 0.086 0.983 -0.042 -1.841 -0.758
N 1.318 -1.156 -0.966 0.419 0.871 4.277
C 1.556 -0.045 -0.048 1.728 4.641 -1.250
C 0.689 1.216 -0.425 -0.303 -1.458 1.521
C -0.571 1.054 0.521 -0.210 1.534 -0.088
H -0.745 2.056 0.926 0.238 -0.146 0.316
H 0.572 -0.977 -0.064 -1.081 -2.903 -3.165
H 0.253 1.252 -1.417 0.432 0.138 -0.297
H -1.895 -2.659 0.027 0.003 0.186 -0.094
H -0.350 0.414 1.382 0.067 -0.055 -0.125
H -1.576 -1.218 0.475 -0.802 -0.336 -0.130
H 1.226 2.097 -0.088 0.190 0.107 -0.394
H 1.066 -0.631 -1.797 -1.256 -0.250 0.261
```
Positions in Å, forces in eV/Å.

Results
Total charge: -1
E_LUMO, eV: 3.8
HOMO, eV: -3.21
E_tot, eV: -19660.0320
Strongest force on any atom, Eh/bohr: 0.099
ΔE to the lowest compared entry with this formula, charge and spin, kcal/mol: 87.4

natural (NBO) atomic charge list, values in e, 2 entries: S -0.657; O -1.007